ORCA calculation (ωB97M-V with the def2-TZVPD basis set) on 4 unconnected molecules or ions with the total composition C45H83INO10PSSi6 at a distorted geometry.

Geometry as ORCA input:
```
! RIJCOSX wB97M-V def2-TZVPD def2/J DEFGRID3
* xyz 0 1
I 0.23 4.20 0.27
S -2.72 -1.28 2.77
P -1.95 -0.14 1.35
Si 2.90 -8.74 6.38
Si 8.11 5.89 -5.18
Si -11.14 6.01 -4.52
Si 3.29 -10.34 9.04
Si 6.23 4.91 -2.87
Si -8.85 4.23 -5.70
O 4.04 -2.34 0.00
O 3.58 -9.26 7.81
O -9.61 5.52 -4.96
O 1.64 -3.86 -0.86
O 4.53 2.89 1.22
O 5.25 -4.19 0.70
O -4.51 0.82 -5.19
O 6.77 5.25 -4.41
O 0.20 1.57 3.17
O 4.89 -0.11 1.82
N -4.07 -0.50 -3.23
C 6.16 6.47 -1.83
C 8.42 7.65 -4.60
C -11.90 4.79 -3.31
C -0.23 -0.81 0.95
C 1.65 -9.96 9.89
C -4.57 0.73 -3.94
C -5.26 1.98 -3.17
C 1.14 6.15 3.11
C 3.46 1.96 1.54
C -12.25 6.14 -6.02
C 3.36 -2.85 3.52
C 1.79 3.97 1.83
C 2.70 -1.85 0.28
C 1.42 -4.45 4.65
C -9.15 2.65 -4.74
C -1.21 -3.09 -0.37
C 3.96 -7.41 5.59
C 1.16 4.54 3.19
C 7.86 5.92 -7.03
C 1.06 -0.03 1.40
C 1.19 -8.02 6.69
C 9.64 4.86 -4.80
C -5.07 -0.69 -2.12
C 3.77 0.37 1.53
C 3.21 -12.09 8.37
C -2.32 -2.38 -1.29
C -0.05 -2.14 0.15
C 1.01 1.33 2.25
C 3.39 -3.70 2.23
C -6.99 4.52 -5.79
C 1.46 -5.30 3.33
C 2.14 2.42 1.86
C 1.42 -2.61 -0.16
C 2.75 -10.16 5.17
C -2.72 -0.12 -2.70
C 4.64 -10.27 10.34
C -9.49 4.00 -7.45
C 2.42 -4.93 2.17
C 7.38 3.68 -2.03
C -11.08 7.69 -3.68
C 4.29 -3.41 0.95
C 2.51 -0.53 1.06
C 2.39 -3.22 4.70
C 4.51 4.16 -2.92
C -1.75 -1.40 -2.42
H 2.36 -12.21 7.69
H -8.83 2.76 -3.70
H 4.04 -1.94 3.62
H -1.68 -1.94 -3.44
H 10.50 5.24 -5.37
H 0.78 -7.60 5.77
H 5.54 7.23 -2.32
H 2.38 -3.65 -1.47
H 0.51 -8.79 7.05
H -6.33 1.71 -2.81
H -5.01 -1.79 -1.78
H 4.06 -6.54 6.25
H 4.13 -12.34 7.83
H -3.13 -1.91 -0.61
H 1.49 -10.62 10.74
H 4.51 3.23 -3.50
H 5.61 -10.51 9.90
H -12.40 5.16 -6.48
H 2.37 -2.57 5.66
H -6.14 -0.52 -2.49
H -2.77 0.60 -1.81
H -11.25 4.64 -2.45
H -10.55 3.72 -7.44
H -12.09 8.00 -3.40
H -10.67 8.44 -4.36
H 2.36 -5.60 1.23
H 9.88 4.91 -3.74
H -6.57 4.63 -4.79
H 5.72 6.26 -0.85
H -0.72 -0.96 -2.21
H 9.47 3.82 -5.07
H -12.05 3.81 -3.79
H 4.89 2.65 0.34
H -8.94 3.21 -7.96
H 1.66 4.13 4.14
H -11.81 6.81 -6.77
H 2.05 -10.92 5.55
H 6.99 6.53 -7.30
H 8.74 6.33 -7.53
H 1.10 6.54 2.04
H -9.39 4.93 -8.02
H 2.73 4.59 1.57
H 2.06 6.57 3.64
H 0.21 6.58 3.65
H 8.67 7.68 -3.54
H 2.37 -9.81 4.21
H 4.16 3.94 -1.91
H 3.51 -7.07 4.65
H 0.06 4.20 3.25
H 7.53 8.27 -4.76
H -10.21 2.38 -4.75
H 0.82 -10.09 9.19
H -12.87 5.15 -2.96
H 6.98 3.40 -1.05
H -6.50 3.67 -6.28
H 8.37 4.12 -1.88
H -13.23 6.53 -5.75
H 9.25 8.10 -5.16
H -2.18 0.47 -3.55
H -4.89 -0.02 -1.20
H -5.40 2.89 -3.86
H 7.49 2.78 -2.63
H 3.09 -12.81 9.19
H -2.81 -0.03 0.20
H -0.85 -4.03 -0.91
H 3.72 -10.64 5.01
H -1.76 -3.47 0.58
H -10.46 7.66 -2.79
H 7.16 6.88 -1.68
H -6.77 5.42 -6.37
H -4.67 2.28 -2.23
H -2.87 -3.24 -1.85
H 4.44 -10.99 11.14
H 4.96 -7.79 5.37
H 1.64 -8.92 10.25
H 0.69 -4.69 5.51
H 4.71 -9.27 10.78
H 3.80 4.85 -3.39
H -1.91 1.19 1.92
H 7.70 4.91 -7.42
H 1.24 -7.22 7.44
H -8.59 1.82 -5.18
H 0.74 -6.19 3.29
*
```

Computed properties:
Orbital gap (eV): 6.942
Structure (SMILES): CC[C@H](I)C1=C(O)C(=O)c2c(OC(=O)c3ccccc3)c(O)c(CCCCN(C)C(C)=O)c([PH2]=S)c2C1=O.C[Si](C)(C)O[Si](C)(C)C.C[Si](C)(C)O[Si](C)(C)C.C[Si](C)(C)O[Si](C)(C)C
HOMO energy (eV): -8.7